1.
Molecular formula: C6H12CoO4
Method: DFT, wB97M-V/def2-TZVPD

Last column: Mulliken spin population.
Cartesian coordinates (Å):
C  -0.78  0.80  -1.41  0.04
H  -1.43  0.21  -2.06  0.00
H  0.28  0.51  -1.31  0.00
H  -1.06  1.86  -1.31  0.00
O  0.02  1.44  -3.42  0.00
C  0.01  2.57  -3.87  0.00
H  0.50  2.78  -4.84  0.00
H  -0.40  3.42  -3.30  0.00
O  -1.40  0.25  0.06  -0.01
C  -1.05  0.94  1.30  0.07
C  0.40  0.68  1.63  -0.04
O  0.49  -0.68  2.14  0.02
C  1.14  -1.69  1.38  0.00
C  0.41  -3.00  1.69  0.01
O  -0.97  -2.88  1.49  0.06
Co  -1.49  -1.06  1.66  2.86
H  -1.27  2.02  1.24  0.00
H  0.74  1.36  2.42  0.00
H  1.10  0.75  0.77  0.01
H  2.21  -1.76  1.65  0.00
H  1.06  -1.46  0.31  0.00
H  0.64  -3.29  2.73  0.00
H  0.85  -3.79  1.04  0.00

LUMO energy (spin up / spin down)   0.00278 / 0.00280 Eh
Strongest force on any atom   4.60 eV/Å
HOMO level (spin up / spin down)   -7.4 / -7.9 eV
Expectation value of S²   3.76
Gap between HOMO and LUMO (spin up / spin down)   7.5203 / 7.9564 eV
E   -52227.85573 eV
Multiplicity   4


2.
Molecular formula: C43H77IN7P
Method: DFT, wB97M-V/def2-TZVPD

Last column: Löwdin charge in e.
Cartesian coordinates (Å):
I  -1.07  -6.49  2.00  0.72
C  -1.46  -4.81  0.71  -0.67
C  -2.71  -5.03  -0.15  -0.36
C  -2.37  -6.01  -1.31  -0.44
P  -3.32  -7.61  -1.17  0.87
C  -2.09  -8.96  -1.51  -0.44
C  -1.13  -8.56  -2.66  -0.27
C  -0.81  -9.75  -3.56  -0.21
C  0.66  -9.83  -3.99  -0.20
C  0.85  -10.76  -5.22  -0.21
C  1.09  -10.01  -6.53  -0.20
C  -0.04  -9.03  -6.93  -0.18
C  0.31  -7.59  -6.51  -0.22
C  -0.48  -6.50  -7.23  -0.20
C  0.20  -5.12  -7.08  -0.20
C  0.71  -4.80  -5.66  -0.19
C  2.20  -5.09  -5.44  -0.14
N  2.81  -4.27  -4.39  -0.11
C  2.28  -3.31  -3.58  -0.10
C  3.31  -2.86  -2.82  -0.12
C  4.47  -3.55  -3.15  -0.11
C  4.13  -4.43  -4.13  -0.12
H  -0.59  -4.61  0.11  0.00
H  -1.60  -3.98  1.40  0.01
H  -3.44  -5.50  0.50  0.05
H  -3.08  -4.08  -0.52  0.10
H  -1.30  -6.22  -1.27  0.05
H  -2.56  -5.54  -2.27  0.06
H  -3.64  -7.77  0.19  -0.09
H  -2.70  -9.79  -1.86  0.05
H  -1.55  -9.26  -0.62  0.07
H  -1.68  -7.81  -3.24  0.08
H  -0.25  -8.14  -2.18  0.11
H  -1.03  -10.67  -3.02  0.11
H  -1.45  -9.74  -4.45  0.10
H  1.12  -8.85  -4.12  0.10
H  1.19  -10.30  -3.16  0.11
H  0.00  -11.43  -5.28  0.11
H  1.75  -11.35  -5.03  0.10
H  2.05  -9.51  -6.49  0.11
H  1.16  -10.76  -7.32  0.10
H  -0.99  -9.34  -6.49  0.10
H  -0.10  -9.06  -8.01  0.10
H  0.14  -7.48  -5.44  0.09
H  1.36  -7.44  -6.76  0.11
H  -0.50  -6.72  -8.30  0.11
H  -1.52  -6.45  -6.90  0.11
H  1.00  -5.03  -7.82  0.11
H  -0.53  -4.36  -7.34  0.10
H  0.58  -3.73  -5.53  0.10
H  0.07  -5.29  -4.94  0.11
H  2.72  -4.93  -6.38  0.12
H  2.29  -6.13  -5.17  0.11
H  1.25  -3.03  -3.59  0.11
H  3.25  -2.09  -2.07  0.09
H  5.47  -3.45  -2.76  0.09
H  4.73  -5.16  -4.65  0.11
C  -0.28  -1.52  3.30  -0.11
C  -0.06  -0.33  2.38  -0.28
C  -0.84  -0.45  1.06  -0.18
C  -0.38  -1.58  0.25  -0.20
N  -0.02  -2.47  -0.38  0.17
H  0.09  -2.45  2.86  0.06
H  0.25  -1.37  4.24  0.06
H  -1.34  -1.66  3.53  0.08
H  1.00  -0.22  2.18  0.07
H  -0.39  0.58  2.89  0.09
H  -0.72  0.47  0.49  0.11
H  -1.91  -0.57  1.26  0.12
C  3.69  -3.68  2.62  -0.10
C  4.86  -2.71  2.65  -0.26
C  4.84  -1.79  3.87  -0.18
C  3.66  -0.92  3.85  -0.20
N  2.71  -0.27  3.85  0.18
H  2.75  -3.14  2.54  0.06
H  3.76  -4.34  1.75  0.08
H  3.65  -4.31  3.51  0.08
H  4.86  -2.12  1.74  0.11
H  5.80  -3.27  2.66  0.11
H  5.74  -1.17  3.88  0.12
H  4.84  -2.37  4.79  0.12
C  2.28  3.44  -0.30  -0.11
C  2.74  4.19  0.95  -0.26
C  2.32  3.50  2.25  -0.19
C  0.87  3.46  2.41  -0.22
N  -0.27  3.43  2.53  0.16
H  1.19  3.39  -0.36  0.07
H  2.64  3.94  -1.20  0.07
H  2.67  2.42  -0.31  0.08
H  2.35  5.21  0.93  0.11
H  3.83  4.26  0.94  0.11
H  2.75  4.02  3.10  0.12
H  2.71  2.47  2.28  0.11
C  -3.16  5.71  3.67  -0.11
C  -4.32  6.48  3.05  -0.26
C  -3.89  7.32  1.84  -0.19
C  -2.96  8.39  2.21  -0.23
N  -2.23  9.23  2.50  0.15
H  -2.40  6.38  4.07  0.07
H  -3.52  5.09  4.49  0.07
H  -2.69  5.05  2.94  0.06
H  -4.78  7.12  3.80  0.11
H  -5.08  5.78  2.72  0.11
H  -4.78  7.78  1.38  0.12
H  -3.43  6.69  1.08  0.12
C  -3.27  13.89  4.56  -0.12
C  -3.56  12.44  4.22  -0.27
C  -4.10  12.24  2.80  -0.20
C  -5.40  12.88  2.60  -0.24
N  -6.42  13.37  2.45  0.14
H  -4.18  14.50  4.54  0.07
H  -2.85  13.96  5.56  0.04
H  -2.55  14.32  3.86  0.07
H  -4.28  12.03  4.95  0.11
H  -2.65  11.85  4.33  0.08
H  -4.19  11.18  2.59  0.09
H  -3.39  12.64  2.08  0.12
C  0.79  12.39  4.25  -0.10
C  1.25  13.13  5.50  -0.26
C  0.84  12.42  6.80  -0.19
C  -0.61  12.38  6.96  -0.21
N  -1.75  12.34  7.08  0.17
H  -0.30  12.34  4.19  0.06
H  1.14  12.90  3.35  0.07
H  1.18  11.37  4.23  0.08
H  0.86  14.14  5.49  0.11
H  2.34  13.21  5.49  0.11
H  1.27  12.94  7.65  0.12
H  1.23  11.40  6.81  0.12

LUMO energy   0.01375 Eh
Strongest force on any atom   1.77 eV/Å
SMILES   ICCCPCCCCCCCCCCCCn1cccc1.CCCC#N.CCCC#N.CCCC#N.CCCC#N.CCCC#N.CCCC#N
HOMO level   -7.9 eV
Gap between HOMO and LUMO   8.3070 eV
E   -73658.37393 eV


3.
Molecular formula: C5H9GdN2OS
Method: DFT, wB97M-V/def2-TZVPD

Last column: Mulliken spin population.
Cartesian coordinates (Å):
C  -0.96  -1.03  -1.58  0.00
C  0.55  -1.08  -1.26  -0.01
C  0.81  -1.09  0.25  0.01
O  1.25  0.19  0.62  0.00
C  0.93  0.54  1.93  0.03
N  -0.36  1.22  2.06  -0.85
N  -0.84  1.61  0.81  -0.06
C  -0.50  2.77  0.47  -0.05
S  0.15  3.96  -0.21  0.02
H  -1.11  -0.39  -2.46  -0.07
H  -1.52  -0.63  -0.71  0.45
H  -1.28  -2.04  -1.80  0.06
H  0.98  -1.96  -1.72  0.01
H  1.01  -0.19  -1.66  -0.01
H  1.56  -1.85  0.44  0.00
H  -0.09  -1.40  0.79  0.01
H  0.95  -0.31  2.61  -0.03
H  1.67  1.26  2.26  -0.05
Gd  -3.20  0.41  -0.82  7.56

LUMO energy (spin up / spin down)   -0.35328 / -0.36321 Eh
Strongest force on any atom   1.60 eV/Å
Total charge   +2
HOMO level (spin up / spin down)   -15.8 / -16.0 eV
Expectation value of S²   16.77
Gap between HOMO and LUMO (spin up / spin down)   6.2310 / 6.1510 eV
E   -42005.75967 eV
Multiplicity   8


4.
Molecular formula: C17H19AsClNO10S2Ti
Method: DFT, wB97M-V/def2-TZVPD

Last column: natural (NBO) charge in e.
Cartesian coordinates (Å):
Ti  0.07  0.01  2.01  1.78
O  -3.76  -0.99  2.33  -1.00
As  -2.82  -0.69  0.90  2.46
O  -3.29  -1.57  -0.38  -1.12
O  -1.21  -1.11  1.38  -1.03
C  -3.02  1.21  0.59  -0.42
C  -3.83  1.44  -0.52  -0.18
C  -4.13  2.73  -0.93  -0.17
C  -3.63  3.82  -0.23  -0.19
C  -2.81  3.61  0.87  -0.19
C  -2.51  2.32  1.27  -0.26
S  -1.36  2.20  2.61  2.40
O  0.01  2.07  1.97  -0.95
O  -1.51  3.31  3.47  -0.88
O  -1.53  0.83  3.17  -0.95
H  -4.20  -1.85  2.24  0.51
H  -4.21  0.59  -1.07  0.26
H  -4.76  2.88  -1.80  0.23
H  -3.86  4.82  -0.54  0.23
H  -2.41  4.44  1.43  0.25
C  2.36  -5.04  -1.96  -0.63
C  1.85  -3.62  -1.96  0.01
C  2.68  -2.57  -2.33  -0.21
C  2.23  -1.26  -2.29  -0.22
C  0.94  -1.00  -1.88  -0.27
C  0.08  -2.03  -1.53  -0.19
C  0.54  -3.33  -1.58  -0.20
S  0.31  0.65  -1.86  2.35
O  -0.43  0.80  -0.62  -0.98
O  -0.35  0.89  -3.10  -0.92
N  1.56  1.67  -1.81  -0.90
C  2.22  2.22  -0.63  -0.22
C  3.29  1.34  0.06  -0.53
C  2.70  0.74  1.31  0.80
O  3.05  1.03  2.43  -0.57
O  1.69  -0.10  1.06  -0.76
H  3.15  -5.18  -2.69  0.22
H  1.55  -5.74  -2.18  0.22
H  2.76  -5.29  -0.97  0.23
H  3.70  -2.78  -2.65  0.21
H  2.89  -0.45  -2.58  0.22
H  -0.95  -1.83  -1.25  0.26
H  -0.12  -4.14  -1.30  0.22
H  1.90  1.93  -2.72  0.42
H  1.46  2.51  0.08  0.24
H  2.70  3.14  -0.97  0.22
H  4.15  1.93  0.34  0.24
H  3.60  0.54  -0.62  0.24
Cl  1.33  -2.51  3.12  0.00
C  0.67  -0.98  3.71  -0.75
H  1.43  -0.42  4.24  0.25
H  -0.20  -1.18  4.33  0.24

LUMO energy   -0.01923 Eh
Strongest force on any atom   0.55 eV/Å
HOMO level   -9.5 eV
Energy above the lowest of the compared OMol25 structures with the same formula, charge and spin   4.5 kcal/mol
Gap between HOMO and LUMO   8.9508 eV
E   -158052.24118 eV


5.
Molecular formula: C4H8N2O2
Method: DFT, wB97M-V/def2-TZVPD

Last column: natural (NBO) charge in e.
Cartesian coordinates (Å):
C  -1.11  1.11  0.92  -0.66
C  0.51  0.00  -0.71  0.29
C  -0.71  0.02  -0.02  0.24
N  1.23  1.20  -0.96  -0.81
N  -1.55  -1.01  -0.24  -0.76
C  1.40  -1.29  0.10  0.49
O  0.81  -1.05  -1.52  -0.63
O  2.52  -1.03  0.45  -0.58
H  2.21  0.98  -1.10  0.39
H  1.15  1.88  -0.22  0.36
H  -2.32  -1.20  0.38  0.40
H  -1.28  -1.69  -0.93  0.43
H  0.79  -2.16  0.36  0.15
H  -1.77  0.76  1.71  0.22
H  -0.26  1.58  1.40  0.23
H  -1.63  1.91  0.38  0.24

LUMO energy   0.02271 Eh
Strongest force on any atom   0.91 eV/Å
HOMO level   -7.5 eV
Energy above the lowest of the compared OMol25 structures with the same formula, charge and spin   75.1 kcal/mol
Gap between HOMO and LUMO   8.1412 eV
E   -11350.85665 eV


6.
Molecular formula: C3H10N2O2
Method: DFT, wB97M-V/def2-TZVPD

Last column: natural (NBO) charge in e.
Cartesian coordinates (Å):
C  -0.51  1.89  0.84  -0.42
N  -0.35  0.71  0.03  -0.63
C  0.86  0.13  -0.14  0.65
O  1.86  0.52  0.44  -0.62
C  0.90  -1.04  -1.12  -0.31
N  0.27  -0.67  -2.38  -0.83
H  0.05  2.75  0.46  0.20
H  -1.57  2.14  0.94  0.21
H  -0.16  1.76  1.87  0.21
H  -1.04  0.55  -0.68  0.41
H  0.34  -1.82  -0.63  0.20
H  1.95  -1.35  -1.18  0.20
H  0.94  -0.13  -2.92  0.36
H  0.14  -1.51  -2.94  0.36
O  -1.50  -1.39  2.76  -0.93
H  -1.18  -1.97  2.05  0.46
H  -0.98  -0.59  2.61  0.47

LUMO energy   0.02364 Eh
Strongest force on any atom   0.87 eV/Å
SMILES   CNC(=O)CN.O
HOMO level   -9.8 eV
Energy above the lowest of the compared OMol25 structures with the same formula, charge and spin   19.2 kcal/mol
Gap between HOMO and LUMO   10.4442 eV
E   -10348.65518 eV